ORCA calculation (ωB97M-V with the def2-TZVPD basis set) on C34H36N6O2S4Tc as an isolated structure in a non-equilibrium geometry.

The max |F| is 2.771 eV/A. The value obtained for the LUMO energy (alpha / beta) is -7.31 / -7.19 eV. Its total charge is +2. For the calculated total energy, the calculation gives -3469.38938 Ha. As for the spin multiplicity: 2.

Each line ends with the Mulliken spin population.
Element x y z (Å)
Tc 0.178 -0.751 0.070  0.940
S 2.555 -0.957 0.498  -0.075
C 3.094 -2.022 -0.768  -0.021
C 4.473 -2.135 -0.966  -0.017
C 4.980 -2.995 -1.917  0.005
C 4.119 -3.790 -2.661  -0.011
C 2.750 -3.677 -2.488  0.004
C 2.234 -2.790 -1.557  0.005
S 0.455 -2.601 -1.470  -0.023
C 0.024 -3.908 -0.237  -0.008
C -1.022 -3.436 0.718  0.072
C -1.905 -4.344 1.284  -0.013
C -2.771 -3.930 2.283  0.022
C -2.713 -2.610 2.695  -0.012
C -1.829 -1.744 2.072  0.044
C -1.751 -0.324 2.526  -0.011
S -0.027 0.288 2.342  -0.013
C 0.655 -0.620 3.756  0.024
C 0.366 -0.038 4.985  0.001
C 0.726 -0.658 6.168  0.000
C 1.416 -1.862 6.130  0.000
C 1.741 -2.429 4.918  0.001
C 1.366 -1.822 3.710  -0.028
S 1.780 -2.699 2.272  0.150
N -1.005 -2.135 1.080  -0.092
H 5.131 -1.535 -0.357  0.001
H 6.047 -3.062 -2.062  0.000
H 4.515 -4.496 -3.371  0.000
H 2.074 -4.281 -3.072  0.000
H 0.942 -4.119 0.318  0.001
H -0.284 -4.808 -0.768  0.001
H -1.886 -5.373 0.965  0.000
H -3.459 -4.620 2.740  0.000
H -3.350 -2.243 3.482  0.000
H -2.051 -0.227 3.570  0.001
H -2.393 0.312 1.912  -0.002
H -0.160 0.902 5.010  0.000
H 0.462 -0.206 7.111  0.000
H 1.703 -2.358 7.043  0.000
H 2.273 -3.368 4.878  0.000
C -0.411 4.002 1.703  0.000
C -0.812 4.353 0.271  0.001
N -2.245 4.425 0.094  0.000
C -2.961 5.510 0.760  0.000
C -3.828 4.977 1.895  0.000
C -2.973 3.667 -0.748  0.001
O -4.122 3.923 -1.053  -0.001
C -2.419 2.361 -1.271  -0.012
C -2.849 1.916 -2.524  0.020
C -2.632 0.593 -2.870  -0.012
C -1.972 -0.239 -1.983  0.046
N -1.498 0.189 -0.813  0.014
C -1.740 1.459 -0.466  0.020
H 0.663 3.851 1.758  0.000
H -0.907 3.096 2.046  0.001
H -0.678 4.808 2.379  0.000
H -0.406 3.625 -0.434  -0.001
H -0.387 5.331 0.019  0.000
H -3.599 6.002 0.023  0.000
H -2.231 6.227 1.131  0.000
H -4.554 4.267 1.509  0.000
H -4.369 5.797 2.357  0.000
H -3.221 4.489 2.653  0.000
H -3.373 2.595 -3.178  0.000
H -2.996 0.210 -3.809  0.000
H -1.829 -1.287 -2.206  0.001
H -1.380 1.760 0.509  -0.019
C 2.857 2.322 -2.560  0.001
N 2.283 1.189 -3.250  0.000
C 2.611 0.888 -4.525  -0.001
C 2.083 -0.188 -5.162  0.001
C 1.160 -0.983 -4.430  0.000
N 0.864 -0.679 -3.168  0.004
C 1.403 0.372 -2.555  -0.004
O 1.145 0.648 -1.364  -0.004
N 0.566 -2.050 -4.960  0.000
H 3.449 2.912 -3.252  0.000
H 3.486 1.978 -1.738  0.000
H 2.062 2.938 -2.143  0.000
H 3.317 1.549 -5.007  0.000
H 2.344 -0.425 -6.177  0.000
H 0.750 -2.348 -5.903  0.000
H -0.100 -2.559 -4.402  0.000

Forces on atoms 1 to 2 (eV/Å):
Tc 1.1099 -0.5398 0.0290
S -1.2506 -1.5983 1.8871

ORCA calculation (ωB97M-V with the def2-TZVPD basis set) on C34H37AlGeN3OSSb as an isolated structure in a non-equilibrium geometry.

The max |F| is 1.842 eV/A. The value obtained for the LUMO energy is -13.99 eV. For the energy above the lowest of the compared OMol25 structures with the same formula, charge and spin, the calculation gives 6.478 eV. Its total charge is +4. For the calculated total energy, the calculation gives -4513.67697 Ha.

Each line ends with the Löwdin charge.
Element x y z (Å)
Al -0.473 -0.014 -0.210  0.115
C -1.537 1.320 2.523  -0.015
C -2.216 0.030 2.210  -0.280
C -3.337 -0.382 2.917  0.032
C -3.920 -1.606 2.634  0.023
C -3.336 -2.402 1.655  -0.066
C -2.214 -1.941 0.991  -0.382
N -1.672 -0.738 1.246  0.027
Sb -1.109 -3.379 -0.261  1.656
C -0.870 -2.148 -2.071  -0.381
C -1.156 -2.743 -3.287  -0.068
C -0.805 -2.094 -4.464  0.025
C -0.161 -0.870 -4.364  0.032
C 0.096 -0.319 -3.117  -0.278
C 0.814 0.981 -2.988  -0.032
N -0.266 -0.949 -1.980  0.033
C 0.788 -2.555 0.508  -0.371
C 1.692 -3.528 0.907  -0.075
C 2.909 -3.158 1.458  0.025
C 3.142 -1.803 1.623  0.026
C 2.194 -0.873 1.210  -0.263
C 2.497 0.577 1.441  -0.068
N 1.028 -1.234 0.627  0.040
H -2.244 2.042 2.923  0.102
H -0.784 1.143 3.292  0.110
H -1.052 1.714 1.628  0.024
H -3.734 0.252 3.693  0.138
H -4.796 -1.940 3.172  0.141
H -3.743 -3.374 1.422  0.113
H -1.633 -3.712 -3.318  0.114
H -1.012 -2.535 -5.429  0.141
H 0.150 -0.344 -5.252  0.136
H 0.840 1.497 -3.945  0.103
H 0.321 1.604 -2.241  0.024
H 1.841 0.797 -2.669  0.102
H 1.449 -4.575 0.788  0.107
H 3.638 -3.893 1.764  0.142
H 4.060 -1.467 2.084  0.135
H 3.348 0.660 2.114  0.102
H 2.751 1.053 0.487  0.042
H 1.635 1.078 1.885  0.044
O -1.903 0.824 -0.865  -0.478
S -3.392 0.961 -1.409  1.169
C -4.055 2.397 -0.498  -0.272
C -3.723 3.634 -1.317  -0.211
C -3.934 3.226 -2.769  -0.199
C -3.175 1.919 -2.953  -0.267
H -3.649 2.395 0.511  0.093
H -5.133 2.241 -0.446  0.118
H -2.687 3.943 -1.154  0.113
H -4.373 4.463 -1.037  0.138
H -3.573 3.984 -3.464  0.139
H -4.995 3.078 -2.967  0.135
H -2.101 2.068 -3.059  0.093
H -3.544 1.330 -3.789  0.109
Ge 1.762 3.444 0.333  1.583
C 1.233 4.161 2.208  -0.330
C 2.173 3.999 3.220  -0.097
C 1.876 4.537 4.467  -0.013
C 0.679 5.201 4.682  0.006
C -0.227 5.373 3.647  -0.019
C 0.041 4.844 2.392  -0.113
C 3.368 3.474 -0.986  -0.329
C 3.215 3.706 -2.341  -0.109
C 4.363 3.785 -3.122  -0.013
C 5.612 3.619 -2.545  0.009
C 5.734 3.413 -1.181  -0.011
C 4.606 3.333 -0.373  -0.102
H 0.358 1.451 -0.060  0.012
H 3.112 3.484 3.062  0.109
H 2.602 4.436 5.264  0.139
H 0.451 5.593 5.662  0.140
H -1.141 5.926 3.808  0.135
H -0.663 4.995 1.582  0.110
H 2.245 3.851 -2.793  0.110
H 4.265 3.994 -4.176  0.135
H 6.497 3.654 -3.170  0.143
H 6.708 3.319 -0.718  0.139
H 4.721 3.181 0.692  0.112

Forces on atoms 1 to 2 (eV/Å):
Al 0.1773 -1.2251 0.3376
C -0.0082 -0.0651 0.0341

ORCA calculation (ωB97M-V with the def2-TZVPD basis set) on C34H37BaN5O4S2 as an isolated structure.

The max |F| is 0.789 eV/A. The value obtained for the LUMO energy is 0.33 eV. For the energy above the lowest of the compared OMol25 structures with the same formula, charge and spin, the calculation gives 0.000 eV. Its total charge is 0. For the calculated total energy, the calculation gives -2714.59602 Ha.

Each line ends with the Löwdin charge.
Element x y z (Å)
Ba 0.017 0.054 -0.279  1.917
C 1.306 2.697 3.346  -0.016
C 1.397 1.208 3.070  -0.525
C 2.203 0.476 4.126  -0.018
O 0.055 0.645 3.012  -0.048
C 1.862 0.864 1.636  -0.734
O 2.066 -0.355 1.397  -0.158
O 1.796 1.748 0.724  -0.198
H 1.039 2.863 4.393  0.088
H 0.537 3.150 2.719  0.073
H 2.259 3.192 3.150  0.101
H 1.736 0.601 5.106  0.088
H 3.215 0.884 4.179  0.098
H 2.263 -0.583 3.885  0.084
H -0.386 0.794 3.856  0.103
C -0.020 0.814 -4.143  -0.195
N -0.705 0.518 -2.874  -0.156
C -2.001 0.565 -2.934  -0.169
C -2.941 0.266 -1.893  -0.404
C -4.328 0.250 -2.107  -0.075
C -4.910 -0.113 -0.892  -0.110
C -3.838 -0.298 -0.004  -0.215
N -2.647 -0.075 -0.578  -0.163
C -0.511 2.038 -4.883  -0.237
C -0.994 1.928 -6.182  -0.050
C -1.418 3.050 -6.886  -0.085
C -1.357 4.300 -6.291  -0.087
C -0.879 4.418 -4.991  -0.068
C -0.466 3.298 -4.289  -0.028
H -0.110 -0.044 -4.817  0.110
H 1.048 0.916 -3.936  0.112
H -2.482 0.846 -3.878  0.132
H -4.825 0.480 -3.039  0.097
H -5.959 -0.227 -0.667  0.080
H -3.895 -0.575 1.041  0.092
H -1.040 0.950 -6.649  0.109
H -1.794 2.945 -7.896  0.100
H -1.678 5.180 -6.834  0.100
H -0.815 5.396 -4.532  0.063
H -0.111 3.392 -3.268  0.095
C 0.023 9.034 2.061  -0.102
C -0.744 7.964 1.297  -0.242
C -0.214 6.575 1.616  -0.177
N -0.913 5.536 0.861  0.027
C -0.417 4.469 0.228  -0.849
S -1.420 3.198 -0.202  0.646
N 0.953 4.428 -0.009  0.107
C 1.793 5.383 -0.553  -0.426
O 2.992 5.282 -0.411  0.101
C 1.208 6.489 -1.380  -0.149
C 1.880 7.705 -1.379  -0.025
C 1.402 8.761 -2.139  -0.070
C 0.270 8.593 -2.928  -0.074
C -0.380 7.366 -2.957  -0.077
C 0.083 6.315 -2.178  -0.032
H -0.379 10.027 1.857  0.073
H 1.076 9.035 1.769  0.073
H -0.026 8.870 3.140  0.075
H -0.668 8.135 0.222  0.098
H -1.808 8.009 1.553  0.112
H -0.337 6.370 2.683  0.128
H 0.850 6.520 1.409  0.115
H -1.917 5.498 0.967  0.124
H 1.408 3.527 0.236  0.107
H 2.776 7.806 -0.781  0.122
H 1.917 9.713 -2.124  0.105
H -0.099 9.416 -3.528  0.105
H -1.252 7.227 -3.585  0.102
H -0.429 5.359 -2.205  0.088
S 1.441 -5.053 -0.041  1.074
C 1.066 -3.399 0.283  -0.455
N 0.226 -2.836 -0.528  -0.073
C -0.158 -3.730 -1.531  -0.318
C -1.042 -3.429 -2.569  -0.002
C -1.323 -4.412 -3.491  -0.070
C -0.742 -5.687 -3.390  -0.082
C 0.124 -5.997 -2.362  -0.086
C 0.410 -4.997 -1.429  -0.477
H 1.538 -2.872 1.109  0.074
H -1.493 -2.445 -2.626  0.106
H -2.005 -4.201 -4.304  0.106
H -0.980 -6.442 -4.128  0.105
H 0.567 -6.981 -2.284  0.108

Forces on atoms 1 to 2 (eV/Å):
Ba -0.5708 0.0348 -0.2799
C 0.0257 0.0435 -0.0856